No. 1
Computed, not measured: C22H34GeN6W as an isolated structure, with the ωB97M-V functional and the def2-TZVPD basis.

Geometry (Å):
W  -0.910  -0.466  -0.714
C  1.131  -2.924  -1.002
N  0.359  -1.837  -1.647
C  0.237  -1.855  -2.950
C  -0.704  -0.979  -3.522
C  -1.100  -0.662  -4.804
C  -2.139  0.288  -4.690
C  -2.348  0.512  -3.353
N  -1.479  -0.253  -2.605
C  2.093  -2.441  0.049
C  1.864  -2.710  1.395
C  2.770  -2.291  2.362
C  3.922  -1.615  1.984
C  4.172  -1.370  0.638
C  3.261  -1.778  -0.325
H  1.669  -3.461  -1.785
H  0.418  -3.621  -0.557
H  0.817  -2.549  -3.550
H  -0.693  -1.068  -5.717
H  -2.678  0.750  -5.500
H  -3.062  1.171  -2.886
H  0.994  -3.285  1.690
H  2.590  -2.516  3.405
H  4.638  -1.305  2.733
H  5.092  -0.885  0.338
H  3.478  -1.614  -1.376
C  -4.917  -1.662  1.424
Ge  -3.212  -0.754  1.383
C  -2.675  0.039  3.071
C  -3.313  0.682  -0.015
C  -1.761  -1.825  0.567
H  -5.698  -0.957  1.710
H  -4.891  -2.466  2.158
H  -5.163  -2.083  0.450
H  -3.474  0.683  3.439
H  -1.770  0.642  2.980
H  -2.495  -0.736  3.815
H  -3.840  1.534  0.421
H  -3.884  0.334  -0.876
H  -2.393  1.181  -0.393
H  -2.130  -2.759  0.132
H  -0.929  -2.078  1.246
C  1.388  1.426  -1.015
N  0.325  1.097  0.052
C  -0.407  2.421  0.349
N  0.497  3.446  0.753
C  1.473  3.690  -0.314
N  2.251  2.479  -0.582
C  2.941  2.074  0.649
N  1.974  1.812  1.720
C  1.106  0.743  1.337
C  1.201  3.029  1.970
H  0.857  1.716  -1.926
H  1.958  0.511  -1.187
H  -1.129  2.220  1.143
H  -0.922  2.718  -0.567
H  2.146  4.488  -0.008
H  0.953  4.002  -1.221
H  3.612  2.872  0.960
H  3.525  1.175  0.459
H  0.370  0.548  2.119
H  1.682  -0.158  1.131
H  1.873  3.826  2.284
H  0.478  2.849  2.767

Results
**HOMO-LUMO gap (alpha / beta)**: 0.2666 / 0.2731 Ha
**Multiplicity**: 3
**Total charge**: +2
**Relative energy (zero: lowest compared OMol25 entry of this formula, charge and spin)**: 0.00 kJ/mol
**HOMO level (alpha / beta)**: -14.5 / -14.9 eV

Charges per atom according to natural (NBO) partitioning, unit e: atom 1 (W): 1.8597, atom 2 (C): -0.2682, atom 3 (N): -0.5655, atom 4 (C): 0.2105, atom 5 (C): -0.0365, atom 6 (C): -0.1049, atom 7 (C): -0.2540, atom 8 (C): 0.0297, atom 9 (N): -0.6498, atom 10 (C): 0.0064, atom 11 (C): -0.2407, atom 12 (C): -0.1987, atom 13 (C): -0.1860, atom 14 (C): -0.2089, atom 15 (C): -0.2454, atom 16 (H): 0.2293, atom 17 (H): 0.2249, atom 18 (H): 0.2394, atom 19 (H): 0.2606, atom 20 (H): 0.2642, atom 21 (H): 0.2337, atom 22 (H): 0.2193, atom 23 (H): 0.2410, atom 24 (H): 0.2440, atom 25 (H): 0.2403, atom 26 (H): 0.2225, atom 27 (C): -1.0643, atom 28 (Ge): 1.5957, atom 29 (C): -1.0791, atom 30 (C): -1.0876, atom 31 (C): -1.2778, atom 32 (H): 0.2604, atom 33 (H): 0.2622, atom 34 (H): 0.2503, atom 35 (H): 0.2637, atom 36 (H): 0.2150, atom 37 (H): 0.2626, atom 38 (H): 0.2955, atom 39 (H): 0.2572, atom 40 (H): 0.1904, atom 41 (H): 0.2989, atom 42 (H): 0.2737, atom 43 (C): -0.0764, atom 44 (N): -0.5923, atom 45 (C): -0.0664, atom 46 (N): -0.4326, atom 47 (C): -0.0822, atom 48 (N): -0.4297, atom 49 (C): -0.0857, atom 50 (N): -0.4329, atom 51 (C): -0.0899, atom 52 (C): -0.0807, atom 53 (H): 0.2173, atom 54 (H): 0.2272, atom 55 (H): 0.2165, atom 56 (H): 0.2130, atom 57 (H): 0.2337, atom 58 (H): 0.2141, atom 59 (H): 0.2310, atom 60 (H): 0.2203, atom 61 (H): 0.2156, atom 62 (H): 0.2507, atom 63 (H): 0.2332, atom 64 (H): 0.2124

No. 2
Computed, not measured: C22H34N3NiOSSi3 as an isolated structure, with the ωB97M-V functional and the def2-TZVPD basis.

Geometry (Å):
Ni  -0.025  0.205  -0.448
C  5.216  -0.271  -0.053
N  4.249  -0.387  1.014
C  4.515  -0.731  2.322
C  3.349  -0.731  2.979
N  2.345  -0.387  2.072
C  2.915  -0.148  0.833
S  2.282  0.303  -0.634
C  0.976  -0.314  2.479
C  0.585  -1.022  3.615
C  -0.697  -0.821  4.089
C  -1.537  0.057  3.423
C  -1.076  0.639  2.257
N  0.154  0.437  1.777
H  6.202  -0.480  0.357
H  5.187  0.734  -0.474
H  4.982  -0.978  -0.848
H  5.511  -0.937  2.671
H  3.149  -0.896  4.019
H  1.239  -1.736  4.092
H  -1.035  -1.356  4.967
H  -2.542  0.261  3.767
H  -1.706  1.278  1.649
C  -2.415  -0.429  -2.892
Si  -2.112  0.166  -1.118
C  -3.195  -1.007  -0.083
C  -2.962  1.881  -1.011
C  -4.331  2.162  -1.046
C  -4.799  3.465  -0.946
C  -3.894  4.516  -0.820
C  -2.532  4.252  -0.796
C  -2.049  2.943  -0.884
Si  -0.221  2.369  -0.870
C  0.479  3.003  -2.522
C  0.625  3.496  0.419
H  -3.487  -0.471  -3.117
H  -1.992  -1.428  -3.028
H  -1.940  0.242  -3.612
H  -4.238  -0.990  -0.419
H  -3.181  -0.760  0.982
H  -2.807  -2.022  -0.192
H  -5.048  1.351  -1.144
H  -5.865  3.667  -0.963
H  -4.257  5.536  -0.738
H  -1.836  5.082  -0.699
H  0.374  4.090  -2.603
H  -0.046  2.544  -3.363
H  1.541  2.755  -2.616
H  0.587  4.550  0.122
H  1.676  3.217  0.539
H  0.141  3.404  1.396
C  1.360  -3.009  -2.597
Si  0.688  -3.071  -0.834
C  2.171  -3.507  0.273
C  -0.448  -4.579  -0.758
O  -0.060  -1.751  -0.383
H  1.871  -3.936  -2.876
H  2.064  -2.180  -2.707
H  0.544  -2.842  -3.306
H  2.626  -4.463  -0.003
H  1.858  -3.570  1.321
H  2.939  -2.732  0.197
H  0.080  -5.497  -1.038
H  -1.294  -4.453  -1.439
H  -0.851  -4.711  0.249

Results
**HOMO-LUMO gap (alpha / beta)**: 0.2196 / 0.2196 Ha
**Total charge**: -1
**Relative energy (zero: lowest compared OMol25 entry of this formula, charge and spin)**: 9.09 kJ/mol
**HOMO level (alpha / beta)**: -3.5 / -3.5 eV

Charges per atom according to natural (NBO) partitioning, unit e: atom 1 (Ni): 0.3286, atom 2 (C): -0.4009, atom 3 (N): -0.3768, atom 4 (C): -0.0608, atom 5 (C): -0.0828, atom 6 (N): -0.3939, atom 7 (C): 0.2602, atom 8 (S): -0.1310, atom 9 (C): 0.3956, atom 10 (C): -0.2822, atom 11 (C): -0.1632, atom 12 (C): -0.2653, atom 13 (C): 0.0780, atom 14 (N): -0.4491, atom 15 (H): 0.1977, atom 16 (H): 0.2247, atom 17 (H): 0.2273, atom 18 (H): 0.2193, atom 19 (H): 0.2273, atom 20 (H): 0.2142, atom 21 (H): 0.2099, atom 22 (H): 0.2195, atom 23 (H): 0.2292, atom 24 (C): -1.1202, atom 25 (Si): 1.2208, atom 26 (C): -1.1214, atom 27 (C): -0.4790, atom 28 (C): -0.1510, atom 29 (C): -0.2590, atom 30 (C): -0.2392, atom 31 (C): -0.2117, atom 32 (C): -0.4515, atom 33 (Si): 1.1627, atom 34 (C): -1.1250, atom 35 (C): -1.1267, atom 36 (H): 0.2051, atom 37 (H): 0.2262, atom 38 (H): 0.2220, atom 39 (H): 0.2010, atom 40 (H): 0.2086, atom 41 (H): 0.2407, atom 42 (H): 0.1827, atom 43 (H): 0.1903, atom 44 (H): 0.1908, atom 45 (H): 0.1904, atom 46 (H): 0.2051, atom 47 (H): 0.2248, atom 48 (H): 0.2186, atom 49 (H): 0.2039, atom 50 (H): 0.2209, atom 51 (H): 0.2153, atom 52 (C): -1.1480, atom 53 (Si): 1.9454, atom 54 (C): -1.1391, atom 55 (C): -1.1390, atom 56 (O): -1.3436, atom 57 (H): 0.2078, atom 58 (H): 0.2297, atom 59 (H): 0.2269, atom 60 (H): 0.2130, atom 61 (H): 0.2145, atom 62 (H): 0.2082, atom 63 (H): 0.2087, atom 64 (H): 0.2246, atom 65 (H): 0.2203

No. 3
Computed, not measured: C22H34N5O3PPtS as an isolated structure, with the ωB97M-V functional and the def2-TZVPD basis.

Geometry (Å):
Pt  0.796  0.130  0.226
C  -2.678  2.630  -0.709
C  -1.431  2.059  -0.118
N  -1.267  0.801  0.054
N  -2.225  -0.078  -0.374
C  -2.405  -1.220  0.392
N  -2.778  -2.307  -0.317
S  -2.327  -1.151  2.037
C  -0.308  2.884  0.411
C  -0.387  4.257  0.540
C  0.630  4.938  1.198
C  1.685  4.216  1.723
C  1.720  2.844  1.523
N  0.769  2.195  0.854
H  -2.790  2.322  -1.751
H  -2.697  3.715  -0.685
H  -3.537  2.239  -0.160
H  -2.390  -0.102  -1.368
H  -2.302  -2.430  -1.200
H  -2.826  -3.147  0.239
H  -1.239  4.795  0.151
H  0.581  6.013  1.310
H  2.482  4.698  2.273
H  2.538  2.234  1.878
C  6.108  0.744  -0.520
C  4.946  1.638  -0.144
O  3.842  0.915  0.441
P  2.864  -0.056  -0.385
O  3.070  0.538  -1.859
C  2.278  -0.011  -2.948
C  3.150  -0.870  -3.835
O  3.654  -1.421  -0.576
C  3.827  -2.477  0.403
C  4.375  -1.979  1.724
H  6.918  1.356  -0.925
H  5.811  0.019  -1.277
H  6.488  0.209  0.351
H  4.581  2.187  -1.010
H  5.239  2.353  0.625
H  1.887  0.852  -3.485
H  1.445  -0.585  -2.535
H  3.919  -0.278  -4.334
H  2.534  -1.353  -4.597
H  3.631  -1.649  -3.242
H  4.524  -3.165  -0.069
H  2.875  -2.983  0.530
H  5.319  -1.449  1.590
H  4.551  -2.835  2.379
H  3.668  -1.314  2.223
C  0.870  -2.430  2.316
C  0.681  -3.295  1.085
C  0.772  -4.668  1.301
C  0.593  -5.612  0.305
C  0.299  -5.149  -0.975
C  0.213  -3.800  -1.254
C  -0.025  -3.344  -2.668
C  0.422  -2.797  -0.237
N  0.280  -1.524  -0.658
H  1.818  -2.654  2.814
H  0.072  -2.631  3.035
H  0.836  -1.360  2.118
H  0.983  -5.005  2.314
H  0.672  -6.671  0.516
H  0.154  -5.858  -1.786
H  -0.304  -4.186  -3.306
H  0.872  -2.872  -3.086
H  -0.801  -2.575  -2.733

Results
**HOMO-LUMO gap (alpha / beta)**: 0.1610 / 0.1609 Ha
**Total charge**: 0
**HOMO level (alpha / beta)**: -5.2 / -5.2 eV

Charges per atom according to natural (NBO) partitioning, unit e: atom 1 (Pt): 0.5318, atom 2 (C): -0.6811, atom 3 (C): 0.2833, atom 4 (N): -0.2606, atom 5 (N): -0.4760, atom 6 (C): 0.2873, atom 7 (N): -0.7992, atom 8 (S): -0.1889, atom 9 (C): 0.1530, atom 10 (C): -0.2166, atom 11 (C): -0.1565, atom 12 (C): -0.2422, atom 13 (C): 0.0824, atom 14 (N): -0.4509, atom 15 (H): 0.2372, atom 16 (H): 0.2250, atom 17 (H): 0.2616, atom 18 (H): 0.3935, atom 19 (H): 0.4021, atom 20 (H): 0.4182, atom 21 (H): 0.2244, atom 22 (H): 0.2268, atom 23 (H): 0.2313, atom 24 (H): 0.2360, atom 25 (C): -0.6391, atom 26 (C): -0.0566, atom 27 (O): -0.8513, atom 28 (P): 1.9725, atom 29 (O): -0.8501, atom 30 (C): -0.0883, atom 31 (C): -0.6352, atom 32 (O): -0.8478, atom 33 (C): -0.0689, atom 34 (C): -0.6429, atom 35 (H): 0.2153, atom 36 (H): 0.2284, atom 37 (H): 0.2095, atom 38 (H): 0.1929, atom 39 (H): 0.1815, atom 40 (H): 0.1763, atom 41 (H): 0.2380, atom 42 (H): 0.2044, atom 43 (H): 0.2154, atom 44 (H): 0.2271, atom 45 (H): 0.1889, atom 46 (H): 0.2329, atom 47 (H): 0.2045, atom 48 (H): 0.2231, atom 49 (H): 0.2180, atom 50 (C): -0.6245, atom 51 (C): -0.1744, atom 52 (C): -0.1929, atom 53 (C): -0.3086, atom 54 (C): -0.2032, atom 55 (C): -0.1199, atom 56 (C): -0.6137, atom 57 (C): 0.2349, atom 58 (N): -0.9707, atom 59 (H): 0.1935, atom 60 (H): 0.2228, atom 61 (H): 0.2019, atom 62 (H): 0.1928, atom 63 (H): 0.2013, atom 64 (H): 0.1930, atom 65 (H): 0.2004, atom 66 (H): 0.2068, atom 67 (H): 0.1900

No. 4
Computed, not measured: the molecule C22H34N6O3S2 at a distorted geometry, with the ωB97M-V functional and the def2-TZVPD basis.

Geometry (Å):
C  -3.887  -2.538  -0.869
C  -4.106  -1.569  0.292
N  -5.315  -0.780  0.235
C  -6.608  -1.391  0.468
C  -7.260  -1.995  -0.774
S  -5.279  0.526  -0.801
O  -4.724  0.195  -2.084
O  -6.572  1.142  -0.762
C  -4.120  1.588  0.066
C  -4.571  2.262  1.186
C  -3.695  3.078  1.882
C  -2.382  3.213  1.460
C  -1.934  2.532  0.329
C  -0.569  2.628  -0.146
N  -0.029  1.808  -1.010
N  1.234  2.178  -1.240
C  1.475  3.245  -0.518
S  2.940  4.168  -0.411
C  4.003  3.238  -1.554
C  4.546  1.967  -0.895
O  5.626  1.953  -0.341
N  3.727  0.916  -1.019
C  3.993  -0.367  -0.388
C  3.934  -1.480  -1.445
C  5.072  -2.498  -1.348
C  5.067  -3.429  -0.132
C  5.341  -2.735  1.209
C  4.100  -2.477  2.071
C  2.864  -1.937  1.355
C  2.990  -0.536  0.763
N  0.366  3.578  0.206
N  0.236  4.632  1.102
C  -2.821  1.710  -0.373
H  -4.579  -3.374  -0.821
H  -2.874  -2.929  -0.827
H  -4.024  -2.010  -1.809
H  -3.283  -0.849  0.315
H  -4.108  -2.111  1.244
H  -6.483  -2.145  1.250
H  -7.253  -0.594  0.846
H  -7.320  -1.234  -1.548
H  -8.265  -2.331  -0.530
H  -6.693  -2.838  -1.156
H  -5.601  2.147  1.481
H  -4.032  3.613  2.757
H  -1.700  3.843  2.008
H  3.416  3.027  -2.446
H  4.829  3.913  -1.776
H  2.791  1.063  -1.394
H  5.009  -0.281  0.001
H  2.969  -1.985  -1.410
H  4.010  -1.005  -2.427
H  6.022  -1.958  -1.370
H  5.033  -3.123  -2.244
H  4.124  -3.974  -0.086
H  5.851  -4.171  -0.304
H  5.875  -1.803  1.030
H  6.010  -3.364  1.801
H  3.810  -3.421  2.540
H  4.376  -1.789  2.873
H  2.050  -1.906  2.086
H  2.559  -2.637  0.577
H  3.257  0.168  1.555
H  2.004  -0.249  0.382
H  -0.071  5.476  0.619
H  1.142  4.816  1.528
H  -2.494  1.187  -1.257

Results
**HOMO-LUMO gap**: 0.3225 Ha
**Total charge**: 0
**Relative energy (zero: lowest compared OMol25 entry of this formula, charge and spin)**: 11.73 kJ/mol
**HOMO level**: -8.6 eV

Charges per atom according to natural (NBO) partitioning, unit e: atom 1 (C): -0.6350, atom 2 (C): -0.2168, atom 3 (N): -0.6918, atom 4 (C): -0.2149, atom 5 (C): -0.6262, atom 6 (S): 2.3266, atom 7 (O): -0.9405, atom 8 (O): -0.9444, atom 9 (C): -0.3488, atom 10 (C): -0.1632, atom 11 (C): -0.2104, atom 12 (C): -0.1751, atom 13 (C): -0.1128, atom 14 (C): 0.3030, atom 15 (N): -0.2649, atom 16 (N): -0.3535, atom 17 (C): 0.1621, atom 18 (S): 0.2741, atom 19 (C): -0.5986, atom 20 (C): 0.6582, atom 21 (O): -0.6342, atom 22 (N): -0.6284, atom 23 (C): -0.0576, atom 24 (C): -0.4143, atom 25 (C): -0.3835, atom 26 (C): -0.4047, atom 27 (C): -0.4068, atom 28 (C): -0.3931, atom 29 (C): -0.4010, atom 30 (C): -0.4050, atom 31 (N): -0.2089, atom 32 (N): -0.6284, atom 33 (C): -0.1033, atom 34 (H): 0.1994, atom 35 (H): 0.2137, atom 36 (H): 0.2392, atom 37 (H): 0.2075, atom 38 (H): 0.2014, atom 39 (H): 0.2009, atom 40 (H): 0.2179, atom 41 (H): 0.2239, atom 42 (H): 0.2131, atom 43 (H): 0.2041, atom 44 (H): 0.2381, atom 45 (H): 0.2210, atom 46 (H): 0.2399, atom 47 (H): 0.2482, atom 48 (H): 0.2590, atom 49 (H): 0.4341, atom 50 (H): 0.2280, atom 51 (H): 0.1981, atom 52 (H): 0.2191, atom 53 (H): 0.1975, atom 54 (H): 0.2051, atom 55 (H): 0.1935, atom 56 (H): 0.2086, atom 57 (H): 0.1986, atom 58 (H): 0.2083, atom 59 (H): 0.1989, atom 60 (H): 0.2011, atom 61 (H): 0.2099, atom 62 (H): 0.1948, atom 63 (H): 0.2059, atom 64 (H): 0.2059, atom 65 (H): 0.3719, atom 66 (H): 0.3803, atom 67 (H): 0.2552

> Look up the total charge of the second one.

-1